Entry 1:
2 unconnected molecules or ions with the total composition CH4O3, computed with ωB97M-V/def2-TZVPD.

Each line ends with the Löwdin charge.
Positions of all 8 atoms, in Å:
H  -0.8655  -0.1642  -0.0446  0.035
O  -0.6251  -0.8889  1.1076  -0.001
O  -0.7608  0.5245  -0.8290  0.050
H  -0.6271  -1.8440  1.2299  0.092
H  0.3192  -0.5947  1.0253  0.063
C  0.4936  0.8950  -0.8363  -0.378
H  0.7516  1.6154  -1.6158  0.138
O  1.3141  0.4570  -0.0371  0.001

Output
strongest force on any atom: 0.0243 Eh/bohr
structure (SMILES): O=CO.O
HOMO-LUMO gap: 11.54 eV
E_HOMO: -10.871 eV
charge: 0
relative energy (zero: lowest compared OMol25 entry of this formula, charge and spin): 2.51 kcal per mole

=====

Entry 2:
11 unconnected molecules or ions with the total composition H22O11, computed with ωB97M-V/def2-TZVPD.

Each line ends with the Löwdin charge.
Positions of all 33 atoms, in Å:
O  8.0120  2.8790  5.2860  -0.097
H  7.1920  2.6230  4.7860  -0.021
H  8.5940  2.1560  5.0260  0.032
O  8.2070  2.6270  2.4150  -0.057
H  7.9820  3.3430  3.0450  0.006
H  7.6620  1.9490  2.7450  -0.033
O  5.5360  -2.6390  3.9340  -0.005
H  5.5340  -1.7960  3.5470  -0.014
H  5.2650  -2.5050  4.8330  0.006
O  3.8680  4.5190  4.6290  -0.087
H  3.6640  3.6010  4.8810  -0.015
H  4.8460  4.5780  4.5700  0.005
O  3.1870  -1.4360  6.0590  -0.091
H  3.9940  -0.9620  5.7830  -0.040
H  3.4050  -1.8570  6.9300  0.065
O  3.4820  -0.0710  3.0720  -0.003
H  4.1910  0.0690  2.4770  0.032
H  3.4010  -1.0130  3.0770  0.052
O  5.9990  1.6840  3.9700  -0.049
H  5.6570  0.9390  4.4130  -0.017
H  5.1790  2.1390  3.7150  0.028
O  2.7060  1.9840  4.6440  -0.053
H  2.6080  1.7280  5.5790  0.072
H  2.9650  1.1440  4.2600  -0.017
O  4.3390  2.6090  1.9040  -0.039
H  4.8130  3.2360  1.3950  0.023
H  3.6020  3.1080  2.3620  0.084
O  6.4660  4.7730  3.4390  -0.039
H  6.3530  5.7160  3.6660  0.088
H  6.2280  4.7090  2.5220  0.042
O  5.5600  -0.2800  5.8590  -0.028
H  5.6610  0.5300  6.3580  0.090
H  6.4040  -0.7150  5.8690  0.081

Output
strongest force on any atom: 0.0504 Eh/bohr
structure (SMILES): O.O.O.O.O.O.O.O.O.O.O
HOMO-LUMO gap: 10.36 eV
E_HOMO: -10.624 eV
charge: 0
relative energy (zero: lowest compared OMol25 entry of this formula, charge and spin): 35.40 kcal per mole

=====

> The highest E_HOMO belongs to which entry?

H22O11

=====

What did the first record say?
2 unconnected molecules or ions with the total composition CH4O3, computed with ωB97M-V/def2-TZVPD.

Each line ends with the Löwdin charge.
Positions of all 8 atoms, in Å:
H  -0.8655  -0.1642  -0.0446  0.035
O  -0.6251  -0.8889  1.1076  -0.001
O  -0.7608  0.5245  -0.8290  0.050
H  -0.6271  -1.8440  1.2299  0.092
H  0.3192  -0.5947  1.0253  0.063
C  0.4936  0.8950  -0.8363  -0.378
H  0.7516  1.6154  -1.6158  0.138
O  1.3141  0.4570  -0.0371  0.001

Output
strongest force on any atom: 0.0243 Eh/bohr
structure (SMILES): O=CO.O
HOMO-LUMO gap: 11.54 eV
E_HOMO: -10.871 eV
charge: 0
relative energy (zero: lowest compared OMol25 entry of this formula, charge and spin): 2.51 kcal per mole